Entry from the OMol25 dataset: a molecular structure, C3H4KO2 in a non-equilibrium geometry (ωB97M-V with the def2-TZVPD basis set).

Values from the calculation:
Charge = +1
M = 111.16 g/mol
HOMO level (spin up / spin down) = -11.88 / -11.88 eV
Lowest unoccupied orbital energy (spin up / spin down) = -0.145 / -0.145 Eh
Energy above the lowest of the compared OMol25 structures with the same formula, charge and spin = 1.6209 eV
2S+1 = 1
Frontier orbital gap (spin up / spin down) = 7.929 / 7.927 eV

Last column: Mulliken charge in e.
Element x y z (Å)
C -1.374 0.268 0.270  -0.05
C -0.897 1.624 0.239  -0.36
H -1.067 2.273 1.105  0.32
H -0.948 1.983 -0.803  0.27
C 0.562 0.695 0.197  -0.02
O 1.421 0.584 1.055  -0.51
K 3.973 0.333 1.628  1.01
H 0.801 0.470 -0.862  0.36
O -2.020 -0.032 1.373  -0.38
H -1.587 -0.779 1.810  0.36

***

Entry from the OMol25 dataset: C5H6N2 in the gas phase in a non-equilibrium geometry (ωB97M-V with the def2-TZVPD basis set).

Values from the calculation:
M = 94.12 g/mol
HOMO level = -8.34 eV
Lowest unoccupied orbital energy = 0.025 Eh
Energy above the lowest of the compared OMol25 structures with the same formula, charge and spin = 4.0224 eV
2S+1 = 1
Frontier orbital gap = 9.022 eV

Last column: Mulliken charge in e.
Element x y z (Å)
C 1.379 1.002 0.198  0.01
C 0.325 -0.834 0.855  0.24
C -0.948 0.311 -0.336  0.21
C -0.020 -2.058 1.104  -0.59
C 0.193 1.309 -0.675  -0.48
N 1.491 -0.079 0.824  -0.51
N -2.074 -0.036 -0.788  -0.59
H 2.306 1.672 0.363  0.37
H 0.630 -2.785 1.609  0.32
H -1.136 -2.246 0.773  0.23
H -0.066 2.399 -0.652  0.33
H 0.334 0.915 -1.681  0.22
H -2.415 0.429 -1.594  0.24

***

Entry from the OMol25 dataset: 13 unconnected molecules or ions with the total composition C60H116F6O39 in a non-equilibrium geometry (ωB97M-V with the def2-TZVPD basis set).

Values from the calculation:
M = 1575.54 g/mol
HOMO level = -9.49 eV
Lowest unoccupied orbital energy = 0.010 Eh
Energy above the lowest of the compared OMol25 structures with the same formula, charge and spin = 0.0356 eV
2S+1 = 1
Frontier orbital gap = 9.762 eV

Last column: Mulliken charge in e.
Element x y z (Å)
C 2.656 -22.004 30.446  -0.48
O 3.506 -21.672 29.291  -0.47
C 2.809 -21.189 28.196  -0.59
C 2.889 -19.670 28.044  -0.72
O 2.232 -19.168 29.211  0.37
C 2.737 -17.920 29.639  -0.34
C 2.443 -17.817 31.182  -0.48
O 3.180 -18.806 31.992  -0.43
C 4.530 -18.977 31.551  -0.69
H 2.093 -21.138 30.803  0.12
H 3.375 -22.374 31.215  0.23
H 1.957 -22.811 30.150  0.29
H 1.718 -21.368 28.293  -0.02
H 3.101 -21.547 27.255  0.66
H 2.453 -19.304 27.151  0.32
H 3.921 -19.380 28.124  0.60
H 2.160 -17.096 29.227  -0.57
H 3.790 -17.858 29.353  0.90
H 1.415 -18.032 31.401  0.21
H 2.809 -16.824 31.501  0.41
H 5.026 -19.882 32.021  0.25
H 5.126 -18.057 31.816  0.33
H 4.648 -19.133 30.513  0.21
C -3.801 -20.547 24.984  0.10
O -3.503 -21.162 23.754  -0.41
C -4.155 -20.564 22.728  0.27
C -3.751 -21.262 21.431  -0.85
O -4.365 -22.569 21.300  -0.51
C -3.535 -23.662 21.654  0.37
C -4.357 -24.578 22.490  -0.40
O -3.807 -25.879 22.628  -0.33
C -4.822 -26.803 23.087  -0.72
H -4.899 -20.746 25.150  0.43
H -3.589 -19.500 25.084  -0.46
H -3.218 -21.097 25.742  0.00
H -4.020 -19.467 22.679  -0.20
H -5.204 -20.752 22.853  0.38
H -2.689 -21.337 21.285  0.22
H -4.153 -20.585 20.647  0.40
H -2.714 -23.283 22.267  -0.29
H -3.102 -24.085 20.796  0.48
H -5.289 -24.694 21.905  0.27
H -4.546 -24.073 23.441  0.08
H -4.214 -27.673 23.351  0.24
H -5.534 -27.030 22.322  0.31
H -5.345 -26.387 23.984  0.29
C -0.986 -22.631 27.393  -1.06
O -0.951 -21.218 27.568  0.41
C -1.495 -20.874 28.849  -1.07
C -1.483 -19.354 29.099  0.15
O -2.136 -18.450 28.228  0.64
C -3.548 -18.345 28.346  -0.30
C -4.070 -17.398 29.335  0.13
O -3.691 -17.764 30.670  -0.39
C -4.009 -16.827 31.690  -0.64
H -2.032 -22.959 27.442  0.39
H -0.420 -23.181 28.159  0.30
H -0.605 -22.876 26.383  0.15
H -0.866 -21.290 29.658  0.44
H -2.528 -21.349 28.905  0.28
H -0.373 -19.155 29.119  -0.37
H -1.935 -19.218 30.105  0.41
H -3.920 -19.374 28.372  0.61
H -3.898 -17.976 27.323  -0.64
H -5.172 -17.253 29.175  0.56
H -3.528 -16.478 29.150  -0.58
H -4.066 -15.764 31.347  0.04
H -3.322 -16.823 32.476  0.35
H -4.988 -17.116 32.031  0.34
C -7.266 -11.719 23.147  -0.67
O -7.769 -12.395 24.293  -0.42
C -7.721 -13.779 24.207  -0.19
C -7.481 -14.317 25.600  -0.51
O -6.154 -14.006 26.076  -0.19
C -5.843 -14.522 27.312  -0.66
C -4.748 -13.658 27.934  0.28
O -4.469 -14.154 29.246  -0.43
C -3.436 -13.402 29.875  -0.32
H -7.600 -12.184 22.225  0.36
H -6.167 -11.639 23.093  0.15
H -7.751 -10.790 23.182  0.34
H -6.848 -14.076 23.509  0.13
H -8.651 -14.173 23.698  0.32
H -7.526 -15.414 25.645  0.13
H -8.110 -13.890 26.378  0.39
H -5.506 -15.530 27.350  -0.05
H -6.717 -14.447 27.881  1.03
H -5.172 -12.658 27.988  0.43
H -3.794 -13.510 27.383  -0.53
H -3.325 -13.929 30.836  0.23
H -3.693 -12.347 30.071  0.33
H -2.506 -13.488 29.313  -0.08
C -0.406 -15.657 29.369  -0.90
O 0.090 -14.341 29.586  0.27
C 1.040 -14.158 30.637  -0.41
C 1.322 -12.636 30.701  -0.67
O 1.673 -12.149 29.413  -0.27
C 1.492 -10.767 29.180  -0.81
C 0.007 -10.439 28.957  -0.61
O -0.499 -11.257 27.965  0.41
C -1.870 -10.876 27.622  -0.54
H -0.733 -16.128 30.279  0.75
H 0.321 -16.274 28.823  -0.07
H -1.265 -15.516 28.765  0.01
H 1.913 -14.817 30.437  0.01
H 0.661 -14.495 31.674  0.39
H 2.086 -12.470 31.455  0.44
H 0.379 -12.150 31.067  0.25
H 2.030 -10.401 28.293  0.27
H 1.958 -10.126 29.993  0.39
H -0.135 -9.324 28.724  0.32
H -0.601 -10.764 29.827  0.32
H -2.276 -11.678 27.068  -0.12
H -1.719 -9.977 26.958  0.21
H -2.523 -10.559 28.491  0.32
C -3.574 -13.131 23.889  -1.33
O -2.764 -14.186 24.358  1.05
C -3.503 -15.318 24.497  -0.51
C -2.649 -16.380 25.185  1.01
O -1.350 -16.454 24.592  0.80
C -0.506 -17.202 25.542  0.03
C -0.572 -18.682 25.389  1.14
O -0.082 -19.083 24.118  -0.69
C -0.553 -20.333 23.759  0.67
H -4.073 -13.310 22.912  0.27
H -2.983 -12.229 23.876  0.24
H -4.308 -12.900 24.658  0.13
H -3.779 -15.569 23.492  0.59
H -4.483 -15.155 25.106  -0.78
H -3.168 -17.388 25.128  -0.79
H -2.561 -16.146 26.229  -0.17
H -0.736 -16.849 26.572  -0.45
H 0.547 -16.987 25.281  0.66
H -1.647 -18.987 25.413  -1.15
H -0.073 -19.112 26.277  -0.36
H -0.294 -20.572 22.737  -0.60
H -1.617 -20.435 23.752  0.02
H -0.154 -21.115 24.345  0.42
C -2.424 -6.695 20.300  -0.95
O -1.311 -7.506 20.698  -0.28
C -0.861 -8.203 19.596  -0.44
C 0.627 -8.408 19.497  -0.83
O 1.079 -8.979 20.690  0.01
C 2.460 -9.344 20.698  -1.03
C 2.894 -10.376 21.764  -0.12
O 2.315 -11.575 21.360  -0.22
C 2.773 -12.646 22.144  -0.73
H -3.103 -6.445 21.071  0.31
H -2.936 -7.152 19.485  0.42
H -2.082 -5.717 19.869  0.28
H -1.038 -7.694 18.612  0.54
H -1.290 -9.235 19.510  0.24
H 1.092 -7.393 19.434  0.32
H 0.745 -9.143 18.715  0.45
H 3.027 -8.451 20.946  0.43
H 2.725 -9.676 19.674  0.41
H 2.578 -10.087 22.777  0.09
H 4.030 -10.411 21.701  0.35
H 3.707 -12.994 21.732  0.35
H 2.028 -13.427 22.217  0.06
H 2.928 -12.333 23.169  0.34
C -0.086 -13.643 26.214  0.87
C 1.337 -13.641 26.684  0.94
O 1.856 -12.379 26.357  -0.36
C 1.019 -11.834 25.438  -0.23
O 1.285 -10.860 24.829  -0.45
O -0.060 -12.572 25.263  0.31
F 2.190 -14.625 26.218  -0.50
H -0.703 -13.407 27.082  -1.01
H -0.369 -14.477 25.651  0.19
H 1.335 -13.791 27.727  -0.20
C -0.838 -17.376 21.268  -0.13
C -1.181 -15.909 21.547  0.64
O -2.588 -15.880 21.578  -0.22
C -3.059 -17.082 21.120  0.52
O -4.207 -17.347 20.965  -0.58
O -2.087 -18.078 21.063  -0.13
F -0.813 -15.126 20.476  -0.27
H -0.227 -17.830 22.075  -0.16
H -0.246 -17.470 20.406  0.46
H -0.974 -15.368 22.422  0.01
C -8.075 -19.253 24.325  -0.54
C -7.372 -18.090 23.676  0.42
O -6.531 -17.670 24.778  0.09
C -6.850 -18.270 25.948  0.45
O -6.537 -17.882 27.011  -0.45
O -7.671 -19.225 25.756  -0.47
F -8.257 -17.004 23.433  -0.35
H -7.722 -20.214 24.040  0.37
H -9.148 -19.037 24.343  0.29
H -6.907 -18.238 22.735  0.22
C -0.296 -12.261 19.643  0.88
C -1.428 -12.275 20.696  1.51
O -2.567 -11.990 20.010  -0.40
C -2.284 -11.565 18.732  0.44
O -3.100 -11.123 17.973  -0.56
O -0.950 -11.647 18.460  -0.40
F -1.330 -11.272 21.655  -0.22
H 0.047 -13.257 19.328  0.28
H 0.457 -11.598 20.069  -0.33
H -1.577 -13.206 21.284  -1.26
C -0.437 -8.166 24.003  0.61
C -1.750 -8.712 23.405  1.54
O -2.539 -7.589 23.430  -0.39
C -1.977 -6.552 24.137  0.57
O -2.603 -5.558 24.351  -0.57
O -0.736 -6.836 24.546  -0.39
F -2.441 -9.666 24.218  -0.29
H 0.299 -8.166 23.193  -0.10
H -0.156 -8.875 24.787  -0.23
H -1.599 -9.247 22.458  -0.69
C 1.950 -22.256 22.127  -0.11
C 0.735 -23.121 21.716  0.24
O 0.185 -22.484 20.633  -0.31
C 0.848 -21.235 20.410  0.64
O 0.520 -20.438 19.596  -0.49
O 1.854 -21.100 21.288  -0.34
F -0.184 -23.193 22.725  -0.21
H 2.908 -22.722 22.003  0.35
H 1.855 -21.760 23.144  0.06
H 1.021 -24.182 21.417  0.24

***

Entry from the OMol25 dataset: a molecular structure, C27H19CrI2N6OPSe2 in a non-equilibrium geometry (ωB97M-V with the def2-TZVPD basis set).

Values from the calculation:
Charge = +1
M = 938.19 g/mol
HOMO level (spin up / spin down) = -10.17 / -10.22 eV
Lowest unoccupied orbital energy (spin up / spin down) = -0.154 / -0.144 Eh
Energy above the lowest of the compared OMol25 structures with the same formula, charge and spin = 0.0000 eV
2S+1 = 2
Frontier orbital gap (spin up / spin down) = 5.993 / 6.288 eV

Last column: Mulliken charge in e.
Element x y z (Å)
Cr -0.497 -1.202 -0.020  0.36
N 2.434 -4.215 0.199  0.13
C 2.111 -3.037 -0.354  -0.32
N 0.920 -2.675 0.086  0.39
C 0.546 -3.693 0.924  0.27
N 1.459 -4.635 1.002  -0.76
C -0.737 -3.582 1.568  0.24
C -1.307 -4.542 2.407  -0.50
N -2.507 -4.382 2.922  -0.54
C -3.155 -3.264 2.623  -0.47
C -2.602 -2.286 1.813  -0.32
N -1.389 -2.432 1.272  0.62
H 3.255 -4.786 0.051  0.22
H 2.732 -2.473 -1.023  0.56
H -0.775 -5.450 2.650  0.48
H -4.143 -3.151 3.044  0.40
H -3.136 -1.370 1.597  0.36
I -2.682 -3.519 -3.964  0.05
C -3.287 -1.787 -2.953  -0.43
C -4.434 -1.079 -3.290  -0.29
C -4.800 0.052 -2.594  -0.15
I -6.562 1.061 -3.173  0.09
C -4.030 0.530 -1.508  0.36
C -4.297 1.667 -0.722  -0.76
C -3.449 1.981 0.313  -1.27
C -2.345 1.172 0.578  -0.20
N -2.052 0.099 -0.140  0.38
C -2.874 -0.217 -1.170  0.44
C -2.479 -1.382 -1.889  0.68
O -1.406 -1.986 -1.517  -0.47
H -5.051 -1.421 -4.108  0.37
H -5.159 2.283 -0.925  0.24
H -3.621 2.841 0.940  0.49
H -1.687 1.404 1.406  0.48
Se 0.845 0.197 -1.660  -0.33
P 1.644 1.088 0.192  0.56
Se 0.698 0.038 1.869  -0.53
C 1.226 2.868 0.191  0.95
C 1.587 3.640 -0.908  -0.54
C 1.221 4.972 -0.954  -0.75
C 0.454 5.520 0.063  -0.50
C 0.073 4.743 1.145  -0.74
C 0.475 3.421 1.221  -0.36
C 3.452 0.830 0.228  1.08
C 4.031 0.135 1.282  -0.32
C 5.387 -0.141 1.263  -0.75
C 6.165 0.299 0.204  -0.50
C 5.586 0.995 -0.846  -0.75
C 4.227 1.248 -0.849  -0.53
H 2.134 3.201 -1.730  0.23
H 1.524 5.581 -1.792  0.42
H 0.151 6.554 0.008  0.41
H -0.538 5.164 1.929  0.44
H 0.219 2.818 2.083  0.48
H 3.416 -0.182 2.116  0.35
H 5.835 -0.697 2.072  0.43
H 7.225 0.096 0.192  0.41
H 6.194 1.334 -1.672  0.41
H 3.776 1.752 -1.691  0.27

***

Please write out number 1 again, unchanged.
Entry from the OMol25 dataset: a molecular structure, C3H4KO2 in a non-equilibrium geometry (ωB97M-V with the def2-TZVPD basis set).

Values from the calculation:
Charge = +1
M = 111.16 g/mol
HOMO level (spin up / spin down) = -11.88 / -11.88 eV
Lowest unoccupied orbital energy (spin up / spin down) = -0.145 / -0.145 Eh
Energy above the lowest of the compared OMol25 structures with the same formula, charge and spin = 1.6209 eV
2S+1 = 1
Frontier orbital gap (spin up / spin down) = 7.929 / 7.927 eV

Last column: Mulliken charge in e.
Element x y z (Å)
C -1.374 0.268 0.270  -0.05
C -0.897 1.624 0.239  -0.36
H -1.067 2.273 1.105  0.32
H -0.948 1.983 -0.803  0.27
C 0.562 0.695 0.197  -0.02
O 1.421 0.584 1.055  -0.51
K 3.973 0.333 1.628  1.01
H 0.801 0.470 -0.862  0.36
O -2.020 -0.032 1.373  -0.38
H -1.587 -0.779 1.810  0.36

***

The highest energy above the lowest of the compared OMol25 structures with the same formula, charge and spin belongs to which entry? C5H6N2

***

Which formula does entry 2 have? C5H6N2